DFT (wB97M-V/def2-TZVPD) results for a structure of composition C30H49AuN4P2Se at a distorted geometry.

```
87
Properties=species:S:1:pos:R:3:forces:R:3
Au 0.748306 -0.714904 -0.246038 -0.5953 0.1972 0.0523
C -0.338608 1.420459 2.451669 0.1350 -0.0389 -0.2860
P -0.901352 0.292735 1.140786 0.1616 -0.0577 -0.2145
C -1.473304 -1.134329 2.115020 -0.0487 -0.2830 0.0955
N -2.415551 -0.889833 2.988759 0.0162 0.5050 0.2085
C -2.929421 -1.890661 3.717867 0.2343 -0.9357 -0.0703
C -3.929250 -1.652433 4.680078 -0.1472 -0.1440 0.1892
C -4.424876 -2.704346 5.402040 0.0368 0.4346 -0.1104
C -3.967407 -4.019873 5.188019 0.2550 -0.2337 -0.2571
C -3.008172 -4.290072 4.250594 -0.2264 -0.0883 0.2380
C -2.461067 -3.230629 3.505673 -0.3614 0.8858 0.1759
N -1.470979 -3.445898 2.629128 -0.1404 -0.5607 -0.0256
C -0.960061 -2.444871 1.966193 0.0125 -0.0848 -0.0510
P 0.502790 -2.905792 0.984721 0.0357 0.3837 0.1617
C -0.050658 -4.439867 0.171969 0.1582 0.2472 -0.1537
C 1.768791 -3.381418 2.303127 -0.0998 0.2680 -0.4292
C 1.256853 -4.412020 3.299624 -0.0732 0.1232 0.0542
C 2.974351 -3.940041 1.551495 -0.0857 0.0542 -0.0476
C 2.132428 -2.067980 2.995074 -0.1510 -0.0698 -0.0435
C -2.443812 1.061334 0.380435 0.4306 -0.1664 -0.2520
C -2.857806 0.116923 -0.746632 0.1159 -0.0240 0.0232
C -3.582290 1.244588 1.376302 -0.0713 -0.1262 0.0661
C -2.024575 2.417123 -0.184575 0.0346 -0.0960 0.0632
H -1.135618 1.559187 3.181749 -0.0063 -0.0171 -0.0189
H -0.053927 2.375356 2.013288 0.0073 0.0479 0.0588
H 0.532052 0.982121 2.939194 -0.0145 0.0113 0.0382
H -4.281030 -0.643135 4.824425 -0.0274 0.1067 0.0475
H -5.179309 -2.529394 6.152218 -0.1042 0.0292 0.0680
H -4.385713 -4.822469 5.774122 -0.0424 -0.0932 0.0638
H -2.646661 -5.291026 4.072752 0.0318 -0.0928 -0.0067
H -0.521515 -5.105729 0.895281 0.0482 0.0703 0.0165
H 0.805408 -4.928032 -0.293022 -0.0497 -0.0634 -0.0260
H -0.772481 -4.176189 -0.602707 -0.0063 -0.0708 0.0244
H 1.039732 -5.361523 2.817805 -0.0728 -0.1124 -0.0222
H 0.366000 -4.070091 3.819048 0.0759 -0.0766 0.0346
H 2.028480 -4.585713 4.047136 0.1756 -0.0367 0.0413
H 2.715023 -4.854258 1.020703 0.0761 -0.0966 -0.0433
H 3.774461 -4.174881 2.251941 0.0376 -0.0144 0.0581
H 3.353637 -3.213863 0.834499 0.1227 0.0210 -0.0641
H 1.318810 -1.736139 3.640522 -0.0283 0.0891 0.0591
H 2.331169 -1.289701 2.254738 0.0997 0.1106 0.0339
H 3.020764 -2.193300 3.608967 0.0901 -0.0492 0.0992
H -3.125589 -0.863698 -0.352613 -0.0446 -0.0979 -0.0264
H -2.043725 -0.004741 -1.464127 -0.0326 -0.0241 -0.0750
H -3.723220 0.514500 -1.273012 -0.1024 0.0629 -0.0089
H -3.906411 0.299872 1.804141 -0.0455 0.1372 -0.0606
H -4.431714 1.684294 0.856212 -0.0233 0.1240 -0.1388
H -3.304430 1.914498 2.185130 -0.0067 0.0410 0.1446
H -1.121085 2.326524 -0.791101 0.0188 0.0722 -0.0496
H -1.847576 3.141410 0.606559 0.0436 0.0964 0.0686
H -2.817835 2.808597 -0.817924 -0.1076 0.0147 -0.0745
N 1.491843 -1.670003 -2.218732 -0.4229 0.2628 -0.0414
C 2.809231 -2.311960 -2.160728 0.5030 -0.1773 -0.0797
C 3.939016 -1.296495 -2.035267 -0.2242 -0.1355 0.3719
C 4.032720 -0.572203 -0.696247 0.3992 -0.1032 -0.0844
N 2.897888 0.334243 -0.474997 0.1550 0.1922 0.0318
H 0.797829 -2.353877 -2.510119 -0.0131 0.1260 -0.0157
H 1.513447 -0.945891 -2.934655 -0.1148 -0.0380 -0.0688
H 2.982963 -2.902038 -3.067386 -0.0744 -0.0117 0.1202
H 2.807444 -2.992593 -1.305828 0.0656 -0.0072 -0.0904
H 3.848983 -0.560318 -2.837559 0.0660 0.0662 -0.1301
H 4.878582 -1.825841 -2.195585 0.0166 0.0354 -0.0448
H 4.983011 -0.024157 -0.684164 -0.0975 -0.0598 0.0948
H 4.051681 -1.288466 0.129488 0.0697 0.0249 -0.0833
H 2.822900 0.964472 -1.271087 -0.0853 0.0657 0.1123
H 3.080751 0.915584 0.338521 -0.0409 -0.0189 -0.0729
C 0.223428 7.437013 -4.997063 0.0768 0.1418 -0.0168
C 0.286054 6.066398 -4.434849 -0.1560 -0.1959 0.0355
C 1.436366 5.601789 -3.787408 0.3715 -0.2481 0.1515
C 1.519367 4.329483 -3.271921 0.5117 0.5434 0.0683
C 2.761611 3.861670 -2.583054 0.1401 0.1296 0.0690
C 0.403753 3.469141 -3.416238 0.0909 -1.5974 0.8336
Se 0.552888 1.698127 -2.854440 0.0554 0.3034 -0.3696
C -0.785958 3.927300 -4.026920 -0.7158 0.4659 -0.2640
C -2.014925 3.092366 -4.151329 -0.1426 -0.1991 0.0772
C -0.812910 5.211705 -4.530095 -0.0371 -0.3038 0.0072
H 1.159124 7.969752 -4.855451 0.0082 0.0615 -0.0212
H -0.580611 8.004481 -4.527400 -0.0511 0.0260 0.0385
H -0.005787 7.399347 -6.062703 -0.0022 -0.0162 -0.0489
H 2.285019 6.263963 -3.695661 0.0802 0.0455 0.0056
H 3.484295 4.667237 -2.496329 0.0271 0.0771 -0.0066
H 3.226147 3.048689 -3.143278 0.0118 -0.0050 0.0469
H 2.526432 3.499417 -1.580665 0.0784 0.0031 -0.0269
H -1.919133 2.133818 -3.645123 -0.0860 0.0933 -0.0761
H -2.233864 2.910133 -5.202805 -0.0349 -0.0306 -0.0586
H -2.864949 3.628606 -3.732022 -0.0684 0.0237 -0.0072
H -1.716661 5.558434 -5.008152 -0.0989 0.0815 -0.0855
```
Positions in Å, forces in eV/Å.

max |F|	1.8	eV Å⁻¹
HOMO-LUMO gap (spin up / spin down)	3.782 / 3.812	eV
total charge	+2
electronic energy	-125468.95114	eV


DFT (wB97M-V/def2-TZVPD) results for a structure of composition C21H33Cl2NO9P2Zn.

```
69
Properties=species:S:1:pos:R:3:forces:R:3
Zn -2.380312 -1.596399 -0.490022 0.2733 -0.2682 -0.4230
Cl 2.823154 -2.941571 -5.873722 0.0020 -0.0060 0.0328
C 1.913564 -2.433687 -4.479706 0.1093 0.0174 -0.0925
C 2.481157 -1.509082 -3.593448 -0.0045 0.0837 0.1290
C 1.787148 -1.070228 -2.495221 0.0966 -0.1290 -0.1739
Cl 2.581727 0.053344 -1.436535 -0.0976 -0.0244 0.0966
C 0.452219 -1.519825 -2.204223 -0.2507 0.1000 0.4031
O -0.222338 -1.106326 -1.210383 0.1958 -0.1202 -0.1491
C -0.069841 -2.478977 -3.124006 -0.0382 -0.0749 -0.0266
C -1.379366 -3.046759 -2.965310 0.1411 0.0309 -0.1240
O -2.229528 -2.806755 -2.110545 -0.1827 -0.0537 0.0483
C 0.665288 -2.919400 -4.240229 -0.1521 -0.0999 -0.0563
H 3.482959 -1.138353 -3.771203 -0.0382 -0.0105 -0.0085
H -1.643858 -3.796602 -3.726808 -0.0144 -0.0221 -0.0235
H 0.221579 -3.647218 -4.911905 0.0321 0.0461 0.0270
C 1.894707 -3.404983 0.315023 -0.1077 0.1174 -0.0427
C 1.955361 -2.545472 1.562994 0.0526 -0.1774 -0.2375
C 3.368650 -2.213052 1.982023 0.0030 0.1606 0.0106
O 1.299791 -1.266134 1.291531 -0.0878 0.0189 0.0882
P -0.238409 -1.089333 1.560832 -0.0068 -0.0714 0.4751
O -1.163203 -2.150680 1.070010 0.3535 0.6619 0.0471
C -0.532181 0.663646 1.132375 -0.0048 -0.4421 -0.5349
P -1.322145 1.226786 -0.410386 -0.3946 0.6937 0.1227
O -2.486117 0.415443 -0.869061 0.5805 0.1171 0.1404
O -1.931179 2.639349 0.035296 0.0519 -0.2355 -0.0121
C -1.114757 3.724975 0.536555 0.0527 0.0971 0.0916
C -1.528225 4.011055 1.970040 -0.0681 -0.1123 -0.0678
C -1.318586 4.932440 -0.354169 -0.0329 -0.0074 -0.0706
O -0.200922 1.615048 -1.442476 -0.0762 -0.1389 0.2374
C -0.540267 2.123517 -2.771259 0.0082 -0.1222 -0.2391
C -0.914270 0.987939 -3.710114 0.0462 -0.0326 0.1214
C 0.682687 2.875497 -3.241838 0.0894 0.0505 0.0331
O -0.401512 -1.090875 3.143991 -0.0363 -0.0500 -0.1073
C 0.383213 -0.298355 4.062936 0.0736 0.1753 0.0539
C -0.540255 0.693368 4.747133 -0.0631 -0.0545 -0.1021
C 1.035308 -1.234363 5.057380 -0.0101 -0.0903 -0.0095
H 2.371279 -4.366954 0.505813 0.0116 0.0011 0.0069
H 2.412385 -2.907827 -0.508703 0.0024 -0.0478 0.0461
H 0.857083 -3.577276 0.024643 0.0568 -0.0041 -0.0022
H 1.416898 -3.042836 2.372189 -0.0473 0.0330 0.0829
H 3.834070 -1.596108 1.209406 0.0142 -0.0769 0.0310
H 3.951537 -3.126795 2.105616 -0.0317 0.0288 0.0128
H 3.381369 -1.655601 2.921127 0.0227 -0.0337 -0.0452
H 0.420547 1.182957 1.252803 -0.0033 0.0270 0.0295
H -1.232769 1.012136 1.893061 0.0324 0.0325 0.0153
H -0.060704 3.432128 0.501776 0.0034 -0.0599 -0.0112
H -2.579001 4.306568 1.994449 0.0498 -0.0016 0.0311
H -0.921662 4.818096 2.383862 -0.0252 -0.0231 -0.0126
H -1.408823 3.129190 2.602269 0.0055 0.0811 -0.0205
H -2.383574 5.163578 -0.423799 0.0551 0.0086 0.0102
H -0.931081 4.759485 -1.358688 -0.0343 -0.0209 0.0200
H -0.797578 5.792992 0.068972 -0.0241 -0.0075 -0.0312
H -1.390814 2.799462 -2.670452 -0.0626 0.0413 0.1178
H -0.035856 0.387852 -3.962975 -0.0890 0.0820 -0.0026
H -1.327467 1.411910 -4.626581 0.0388 -0.0057 -0.0115
H -1.667889 0.342629 -3.258739 0.0119 0.0311 -0.0404
H 1.550258 2.211176 -3.209526 -0.0704 0.0561 -0.0423
H 0.888590 3.740556 -2.607024 -0.0097 -0.0470 -0.0551
H 0.534048 3.214866 -4.269302 0.0152 0.0087 0.0740
H 1.160751 0.236905 3.506713 -0.0175 -0.0402 -0.0582
H -1.341016 0.155341 5.256929 0.0284 0.0314 0.0130
H -0.998344 1.373552 4.026602 0.0367 -0.0121 0.0868
H 0.015364 1.283687 5.477320 -0.0260 -0.0094 -0.0243
H 0.268559 -1.787933 5.602937 0.0366 0.0285 -0.0089
H 1.630855 -0.659836 5.768403 -0.0134 -0.0309 0.0057
H 1.688575 -1.951197 4.559545 -0.0130 0.0154 -0.0020
O -5.400683 -1.301758 2.220955 0.3767 -0.2092 -0.6126
C -4.720453 -1.577534 1.276077 -0.1238 0.1435 0.3183
N -4.055696 -1.861395 0.328772 -0.7016 -0.0471 0.4220
```
Positions in Å, forces in eV/Å.

max |F|	0.8	eV Å⁻¹
HOMO-LUMO gap	7.828	eV
total charge	0
ΔE to the lowest compared entry with this formula, charge and spin	8.52	kcal/mol
electronic energy	-134278.78943	eV


DFT (wB97M-V/def2-TZVPD) results for a structure of composition C2H2FGaLiO at a distorted geometry.

```
8
Properties=species:S:1:pos:R:3:forces:R:3
H -0.517039 0.949053 -1.257008 -0.6301 -0.3714 1.0884
C -0.138688 -1.149435 -0.106264 -0.6282 -0.6922 0.5173
C -0.689371 0.057830 -0.212444 -0.6549 -1.5039 -0.1659
O 0.156956 1.132538 -0.147567 0.2560 2.5449 -1.3127
Li -1.471105 1.601658 1.413898 -0.4502 0.1184 0.0788
Ga 1.945569 0.667814 0.159191 2.8042 0.5439 0.2925
F 1.275723 -1.206201 -0.167698 -0.6887 -0.3223 0.4763
H -0.562048 -2.053254 0.317896 -0.0081 -0.3174 -0.9747
```
Positions in Å, forces in eV/Å.

multiplicity	2
max |F|	2.9	eV Å⁻¹
HOMO-LUMO gap (spin up / spin down)	9.459 / 6.358	eV
total charge	+2
electronic energy	-59428.18960	eV


DFT (wB97M-V/def2-TZVPD) results for a cluster of 2 separate species, C3H12NO in total at a distorted geometry.

```
17
Properties=species:S:1:pos:R:3:forces:R:3
C 0.199545 0.011337 -0.410422 1.7454 1.3772 0.1705
C -0.983521 -0.685189 0.105955 -0.0714 -4.1030 2.4476
C -1.515675 -0.216728 1.433650 -0.5011 2.0250 4.0052
N -0.081544 0.771790 -1.835061 -0.8374 0.3695 3.0229
H 0.568601 0.727065 0.433161 -1.0592 -0.3736 -2.1988
H 1.170359 -0.531119 -0.539778 -1.7002 0.1757 -0.6680
H -0.827369 -1.820165 0.364520 0.8803 1.7972 -0.7821
H -1.776349 -0.909985 -0.544357 -1.2313 0.6029 -1.4120
H -2.185410 0.766040 1.335243 1.1444 -2.3749 0.5639
H -1.908548 -1.035134 2.153638 -0.7313 1.0609 -2.1026
H -0.751351 0.009561 2.320993 -0.4860 0.3154 -2.5630
H -0.934612 1.401838 -1.739520 1.4996 -0.8372 -0.2736
H 0.765302 1.289573 -2.039655 -0.0094 0.3571 -0.2804
H -0.251016 0.091837 -2.554443 -0.1021 -0.4572 -0.4179
H 2.927290 0.859170 0.706918 0.8822 0.2559 1.5128
H 2.856631 -0.807558 0.577020 0.7247 0.6250 1.0011
O 2.727668 0.077667 0.232139 -0.1472 -0.8160 -2.0254
```
Positions in Å, forces in eV/Å.

max |F|	4.8	eV Å⁻¹
HOMO-LUMO gap	11.230	eV
total charge	+1
ΔE to the lowest compared entry with this formula, charge and spin	66.81	kcal/mol
electronic energy	-6834.51722	eV


- Look up the electronic energy of the third one.
  -59428.18960 eV


- The highest max |F| belongs to which entry?
  C3H12NO


- Among the records above, which one has the lowest total charge?
  C21H33Cl2NO9P2Zn


- Which value of max |F| does entry 1 give?
  1.8 eV Å⁻¹